DFT (the ωB97M-V functional and the def2-TZVPD basis) results for a molecular structure, C11H21ClN3O4Rh in a non-equilibrium geometry.

## Properties
Kohn-Sham gap (alpha / beta) = 0.3581 / 0.2794 Ha
<S²> = 6.012
Energy relative to the best compared isomer or geometry (same formula, charge and spin) = 0.000 eV
E_tot = -39914.034 eV
Charge = +2
2S+1 = 5

Last column: Mulliken charge in e.
Element x y z (Å)
Rh  -0.407  -0.310  -1.520  0.577
C  -0.618  -2.660  -2.561  -0.147
C  0.770  -2.393  -2.562  -0.153
C  1.000  -1.271  -3.375  -0.314
C  -0.270  -0.790  -3.849  -0.707
C  -1.263  -1.647  -3.346  -0.659
H  -1.116  -3.460  -2.034  0.440
H  1.522  -2.982  -2.056  0.442
H  1.961  -0.851  -3.632  0.573
H  -0.426  0.036  -4.526  0.516
H  -2.324  -1.572  -3.542  0.495
N  0.455  -0.459  3.337  0.036
C  0.442  0.261  2.005  0.522
C  1.807  0.809  1.633  -1.388
C  1.752  1.552  0.292  0.135
N  1.616  0.624  -0.887  -0.554
C  0.652  2.609  0.270  -1.335
C  -0.720  2.122  0.742  0.054
N  -1.414  1.316  -0.306  -0.417
C  -0.618  1.348  2.057  -1.034
H  1.169  -1.188  3.370  0.399
H  -0.456  -0.936  3.429  0.403
H  0.604  0.167  4.128  0.388
H  0.159  -0.514  1.308  -0.189
H  2.552  0.007  1.583  0.475
H  2.157  1.521  2.388  0.420
H  2.706  2.067  0.178  0.336
H  2.363  -0.065  -0.859  0.298
H  1.825  1.187  -1.710  0.394
H  0.584  3.069  -0.720  0.482
H  0.963  3.411  0.946  0.451
H  -1.341  2.997  0.934  0.296
H  -1.817  1.964  -0.981  0.331
H  -2.212  0.784  0.123  0.329
H  -1.591  0.926  2.325  0.470
H  -0.352  2.071  2.838  0.478
O  -2.710  -3.174  0.596  -0.589
Cl  -2.075  -1.971  0.937  1.976
O  -0.872  -1.801  0.030  -0.685
O  -1.543  -1.977  2.274  -0.778
O  -2.916  -0.831  0.742  -0.766

Forces on atoms 1 to 6 (eV/Å):
-0.376 0.301 0.220
0.018 -0.062 -0.089
0.052 -0.059 -0.004
0.118 -0.029 -0.013
-0.037 0.076 0.062
-0.021 0.013 0.024